Entry P
Computed, not measured: the ion C5H13N2O with charge +1, with wB97M-V/def2-TZVPD.

**LUMO**: -3.57 eV
**Total charge**: +1
**SMILES string**: [H]/N=C(/C)C[C@@](C)([NH3+])O
**HOMO energy**: -13.2 eV
**2S+1**: 1

The geometry in XYZ format:
```
21
C5H13N2O (wB97M-V/def2-TZVPD)
H -0.525 0.251 1.510
H 2.154 -0.126 -1.854
H 0.732 -1.654 1.059
C -2.474 -1.306 -0.098
H -2.387 -1.833 0.855
H 0.868 1.111 -1.887
H -3.496 -1.410 -0.455
H -2.749 1.998 0.263
H 1.671 1.102 1.603
O 1.261 -1.328 0.319
H -0.480 1.535 0.297
N 1.950 0.905 0.633
C -0.521 0.452 0.431
C 1.129 0.106 -1.574
C 0.919 -0.082 -0.086
H 2.035 1.788 0.115
H 2.866 0.429 0.640
N -3.001 1.029 0.121
H -1.779 -1.761 -0.806
H 0.481 -0.588 -2.104
C -2.168 0.129 0.100
```

Entry Q
Computed, not measured: the ion C5H13N2O with charge +1, with wB97M-V/def2-TZVPD.

**LUMO**: -3.51 eV
**Total charge**: +1
**SMILES string**: C[C@H]([NH3+])CCC(N)=O
**HOMO energy**: -13.2 eV
**2S+1**: 1

The geometry in XYZ format:
```
21
C5H13N2O (wB97M-V/def2-TZVPD)
N -2.587 -0.674 -1.944
H -0.501 1.235 -0.249
C -1.616 -0.942 -1.059
H 0.430 -1.082 2.454
H -3.515 -0.962 -1.681
C -0.208 -0.585 -1.428
H 1.583 -0.774 0.473
N 2.047 1.145 1.128
O -1.838 -1.426 0.042
H 2.947 0.924 0.704
H 1.787 2.059 0.760
H 0.969 1.177 -1.130
H -2.463 -0.235 -2.836
C 0.990 0.085 0.749
C 0.307 0.560 -0.535
H 2.179 1.229 2.139
H -0.099 -0.315 -2.473
H 0.369 -1.482 -1.231
C 0.103 -0.187 1.945
H -0.887 -0.431 1.581
H 0.003 0.682 2.590
```

Least stable structure: entry P

Entry P
Computed, not measured: the ion C5H13N2O with charge +1, with wB97M-V/def2-TZVPD.

**LUMO**: -9.18 eV
**Total charge**: +1
**HOMO energy**: -14.7 eV
**2S+1**: 1

The geometry in XYZ format:
```
21
C5H13N2O (wB97M-V/def2-TZVPD)
H -1.210 -1.248 -0.755
H 3.350 0.468 -0.559
H 2.982 -0.753 -1.832
H -1.960 0.559 -1.807
H -0.669 0.781 1.590
N -1.790 0.770 -0.876
C -2.451 -0.382 1.745
C 0.598 0.113 -0.673
N 1.651 -0.885 -0.187
H -1.270 1.695 -0.833
C -1.015 -0.198 1.223
C -0.914 -0.264 -0.315
H 3.672 -1.330 -0.285
H -0.327 -0.928 1.636
H -2.943 -1.300 1.414
H 1.687 -0.848 0.844
O 0.874 1.416 -0.213
H -3.072 0.498 1.483
H -2.386 -0.419 2.853
H 0.681 0.067 -1.776
C 3.022 -0.563 -0.786
```

Entry Q
Computed, not measured: the ion C5H13N2O with charge +1, with wB97M-V/def2-TZVPD.

**LUMO**: -3.33 eV
**Total charge**: +1
**SMILES string**: CCC[C@@H]([NH3+])C(N)=O
**HOMO energy**: -14.6 eV
**2S+1**: 1

The geometry in XYZ format:
```
21
C5H13N2O (wB97M-V/def2-TZVPD)
H 0.997 -0.957 3.135
O 0.972 1.343 2.120
C -0.954 -0.391 -1.979
H -1.866 0.184 -2.133
H -1.659 -1.721 -3.574
H -0.858 1.934 0.053
H 0.337 -1.726 1.725
H 0.660 2.460 0.290
H -1.558 -0.276 0.112
C 0.737 0.287 1.566
N 0.105 1.779 -0.219
C -0.657 -0.526 -0.464
C -1.138 -1.775 -2.616
N 0.758 -0.913 2.162
H -0.460 -1.573 -0.232
H -1.736 -2.418 -1.975
C 0.482 0.344 0.063
H 0.157 1.970 -1.223
H -0.175 -2.210 -2.889
H 1.384 0.180 -0.527
H -0.107 0.107 -2.460
```

Least stable structure: entry P

Entry P
Computed, not measured: a structure of composition C5H13N2O, with wB97M-V/def2-TZVPD.

**LUMO**: -8.76 eV
**Total charge**: +1
**HOMO energy**: -13.7 eV
**2S+1**: 1

The geometry in XYZ format:
```
21
C5H13N2O (wB97M-V/def2-TZVPD)
H 1.514 -0.166 1.742
H -2.088 0.491 1.502
H 0.287 1.778 0.220
H 2.071 -0.186 -1.317
H -0.559 -0.389 1.536
O -0.374 1.578 1.150
N -2.400 -0.745 -0.720
C -1.091 0.447 1.041
H -3.194 -0.317 -1.176
C 1.956 -0.480 0.802
H 1.942 1.914 -0.694
H 2.016 -1.563 0.724
C -0.056 -0.803 -0.819
C -1.219 0.056 -0.498
H 0.038 -1.742 -0.286
N 1.038 1.450 -0.581
H 2.999 -0.150 0.785
H -2.761 -1.246 0.077
H -1.331 0.988 -1.046
H -0.120 -0.960 -1.895
C 1.332 0.046 -0.547
```

Entry Q
Computed, not measured: the ion C5H13N2O with charge +1, with wB97M-V/def2-TZVPD.

**LUMO**: -3.14 eV
**Total charge**: +1
**SMILES string**: CC[C@H]([NH3+])C(=O)NC
**HOMO energy**: -14.2 eV
**2S+1**: 1

The geometry in XYZ format:
```
21
C5H13N2O (wB97M-V/def2-TZVPD)
H 1.492 0.791 1.792
H 1.086 -0.002 -0.742
H -0.437 0.793 -2.155
H -0.799 -3.097 -0.325
H 0.860 -2.507 -0.592
C 0.007 -2.499 0.085
H 0.273 -2.876 1.072
O 0.311 1.910 1.547
C 0.019 1.423 0.453
C -0.491 -1.048 0.292
H 1.328 -0.869 1.947
N 1.596 -0.122 1.300
H -0.941 -0.969 1.285
H -2.073 1.259 -1.840
C -1.034 1.618 -1.775
H -1.041 2.387 -2.545
H 2.466 -0.383 0.867
H -1.133 2.892 -0.078
N -0.718 2.063 -0.449
C 0.561 0.025 0.218
H -1.330 -0.788 -0.359
```

Least stable structure: entry P

Entry P
Computed, not measured: a cluster of 4 separate species, C3H15NO3 in total, with wB97M-V/def2-TZVPD.

**LUMO**: 0.72 eV
**SMILES string**: CN(C)C.O.O.O
**HOMO energy**: -8.7 eV
**2S+1**: 1

The geometry in XYZ format:
```
22
C3H15NO3 (wB97M-V/def2-TZVPD)
H 2.115 -4.046 0.961
N -1.168 0.733 -1.107
O 2.166 -0.047 2.492
H 2.423 -2.488 0.724
H 0.879 0.851 -0.823
H -0.740 -1.217 -1.782
O -0.387 1.102 1.685
H 2.727 0.716 2.299
H -2.142 1.244 -2.908
H 1.264 0.302 2.419
H -0.609 -0.935 -0.016
C -2.258 1.332 -1.827
H -0.580 1.305 0.752
H 0.127 2.348 -1.305
H -2.203 -1.031 -0.747
H -1.251 0.864 2.035
H -2.275 2.398 -1.601
H 0.411 1.041 -2.510
C 0.119 1.277 -1.479
C -1.176 -0.715 -0.918
O 2.062 -3.304 0.345
H -3.208 0.880 -1.547
```

Entry Q
Computed, not measured: a cluster of 4 separate species, C3H15NO3 in total, with wB97M-V/def2-TZVPD.

**LUMO**: 0.61 eV
**SMILES string**: CCNC.O.O.O
**HOMO energy**: -8.6 eV
**2S+1**: 1

The geometry in XYZ format:
```
22
C3H15NO3 (wB97M-V/def2-TZVPD)
H -1.140 -4.795 0.690
H -0.085 1.883 0.669
H 2.037 2.078 -3.003
C 1.084 1.749 -2.581
H 0.663 2.598 -2.067
H 4.164 0.116 0.959
H -4.714 0.792 3.499
H 0.514 1.461 -3.470
H -5.943 0.623 2.637
H 0.462 -0.453 -0.130
H -1.219 -6.320 0.779
O -5.518 0.252 3.434
C -0.564 1.319 -0.133
H -1.443 0.867 0.310
C 1.350 0.641 -1.574
H 1.714 -0.285 -2.018
N 0.184 0.270 -0.771
H 2.116 1.069 -0.898
O 4.038 -0.280 1.825
H -0.901 2.047 -0.865
O -1.541 -5.565 0.273
H 4.744 -0.068 2.436
```

Least stable structure: entry Q

Entry P
Computed, not measured: a cluster of 6 separate species, C14H25Cl3N2O9 in total, with wB97M-V/def2-TZVPD.

**LUMO**: 0.24 eV
**SMILES string**: COC(=O)OC.COC(=O)OC.COC(=O)OC.ClC(Cl)Cl.CC#N.CC#N
**HOMO energy**: -10.6 eV
**2S+1**: 1

The geometry in XYZ format:
```
53
C14H25Cl3N2O9 (wB97M-V/def2-TZVPD)
C -18.130 -9.331 -18.922
C -23.683 -9.425 -17.999
O -16.089 -10.559 -21.670
C -25.113 -5.319 -11.863
N -22.508 -9.256 -17.855
H -20.907 -8.955 -20.162
H -22.463 -6.916 -12.384
H -21.083 -7.322 -19.933
H -16.316 -12.459 -22.537
H -19.301 -7.626 -25.319
H -22.400 -6.227 -10.741
C -19.511 -7.708 -24.253
C -25.114 -9.529 -18.131
H -27.217 -4.068 -12.476
H -14.774 -12.109 -21.619
C -20.173 -7.479 -16.307
O -20.408 -8.804 -23.972
H -18.266 -8.291 -18.625
C -27.432 -4.657 -11.584
O -26.329 -5.577 -11.402
H -25.283 -10.590 -18.311
H -25.479 -9.044 -19.036
H -20.803 -7.521 -17.196
C -15.612 -11.704 -22.187
C -21.328 -8.087 -20.669
C -17.220 -10.560 -20.880
H -18.169 -10.819 -13.324
O -24.800 -4.283 -12.450
H -19.147 -9.455 -19.293
H -27.562 -3.938 -10.776
H -25.653 -9.365 -17.197
H -18.619 -7.715 -23.626
C -17.489 -9.985 -13.498
H -15.102 -11.216 -23.017
Cl -19.045 -8.864 -16.073
H -22.504 -5.197 -12.128
Cl -21.152 -7.527 -14.730
N -15.754 -9.834 -11.579
H -28.330 -5.249 -11.763
C -21.019 -9.031 -22.833
O -24.272 -6.204 -11.433
H -18.113 -9.094 -13.427
C -16.508 -9.920 -12.445
C -22.862 -6.145 -11.725
H -19.916 -6.743 -23.948
H -16.910 -10.156 -14.406
O -18.135 -11.389 -20.832
O -20.814 -7.964 -21.972
Cl -19.365 -5.900 -16.475
O -17.261 -9.442 -19.996
O -21.744 -9.999 -22.613
H -22.408 -8.148 -20.803
H -17.839 -10.032 -18.140
```

Entry Q
Computed, not measured: a cluster of 6 separate species, C14H25Cl3N2O9 in total, with wB97M-V/def2-TZVPD.

**LUMO**: 0.39 eV
**SMILES string**: COC(=O)OC.COC(=O)OC.COC(=O)OC.ClC(Cl)Cl.CC#N.CC#N
**HOMO energy**: -10.6 eV
**2S+1**: 1

The geometry in XYZ format:
```
53
C14H25Cl3N2O9 (wB97M-V/def2-TZVPD)
O 7.376 -20.235 -4.567
H 10.448 -22.328 -0.386
C 11.187 -21.314 1.849
C 6.745 -21.427 -5.014
C 12.683 -21.005 3.631
H 6.420 -21.338 -6.046
Cl 12.266 -25.465 -3.900
H 8.420 -27.226 2.536
H 9.204 -24.370 -2.748
C 8.123 -20.322 -3.483
H 11.382 -25.065 -0.428
C 8.519 -26.028 -0.093
H 8.619 -25.966 -2.550
H 11.003 -19.427 -3.334
H 9.425 -28.080 1.351
H 12.981 -25.212 -1.113
C 11.835 -23.814 -4.321
O 10.040 -21.904 1.591
O 8.022 -21.093 -2.579
C 8.467 -24.944 -2.194
H 10.189 -26.989 2.452
H 12.719 -21.373 4.654
O 9.195 -25.999 1.031
H 13.000 -21.975 -10.417
C 9.659 -21.901 0.227
H 12.691 -23.347 -4.789
H 14.516 -21.553 -9.594
C 12.359 -25.543 -0.286
O 11.436 -21.438 3.137
C 12.118 -26.980 -0.453
C 10.144 -19.490 -2.658
H 8.693 -22.366 0.055
H 12.736 -19.919 3.773
H 12.651 -25.249 0.717
Cl 11.522 -22.831 -2.890
C 13.824 -22.361 -9.819
H 14.285 -23.185 -10.356
O 8.929 -24.969 -0.843
O 7.686 -26.822 -0.445
Cl 10.537 -23.619 -5.531
C 9.276 -27.131 1.871
N 12.944 -23.158 -7.488
H 10.246 -18.553 -2.112
C 13.308 -22.817 -8.520
N 11.891 -28.098 -0.539
H 5.893 -21.616 -4.358
O 11.857 -20.755 1.022
O 9.030 -19.326 -3.547
H 9.446 -20.899 -0.153
H 7.446 -24.625 -2.374
H 10.218 -20.426 -2.128
H 7.408 -22.294 -4.975
H 13.570 -21.255 3.054
```

Least stable structure: entry P

Entry P
Computed, not measured: an isolated molecule of C5H7ClN2, with wB97M-V/def2-TZVPD.

**LUMO**: 0.69 eV
**SMILES string**: [H]/N=C(/C=C\Cl)N1CC1
**HOMO energy**: -9.2 eV
**2S+1**: 1

The geometry in XYZ format:
```
15
C5H7ClN2 (wB97M-V/def2-TZVPD)
C -1.760 0.638 2.293
C 1.057 0.233 0.221
H -1.646 1.195 3.417
H 1.702 0.508 0.961
H 2.609 -0.334 -0.978
H -2.189 0.119 -0.427
H 0.305 -0.177 3.206
C 1.606 -0.110 -0.980
H -0.366 -1.319 1.812
N -1.145 0.095 -0.751
H -2.840 0.542 1.657
C -0.444 -0.339 2.382
C -0.414 0.267 0.346
N -0.568 0.989 1.560
Cl 0.832 -0.721 -2.405
```

Entry Q
Computed, not measured: an isolated molecule of C5H7ClN2, with wB97M-V/def2-TZVPD.

**LUMO**: 0.91 eV
**HOMO energy**: -7.0 eV
**2S+1**: 1

The geometry in XYZ format:
```
15
C5H7ClN2 (wB97M-V/def2-TZVPD)
H 2.312 2.562 1.215
C -1.967 -1.552 0.640
H -1.776 -2.364 -0.089
C -1.083 0.656 -0.134
H 0.451 -1.861 1.466
C 1.759 2.351 0.263
N -0.974 -0.512 0.426
C 1.334 0.952 0.124
H -1.885 -2.002 1.728
H -3.036 -1.102 0.493
N 1.262 -0.162 0.613
Cl -2.600 1.229 -0.557
H 0.805 2.867 0.273
C 0.327 -1.056 0.765
H 2.342 2.558 -0.666
```

Least stable structure: entry P